1.
C28H42BrN3P2Pb | ωB97M-V/def2-TZVPD

Calculated values
Total charge ... +4
Multiplicity ... 1
Molecular weight ... 769.72 g mol⁻¹
LUMO (spin up / spin down) ... -0.5597 / -0.5616 Ha
E_HOMO (spin up / spin down) ... -19.2470 / -19.2454 eV
Orbital gap (spin up / spin down) ... 0.1476 / 0.1457 Ha
Strongest force on any atom ... 4.0 eV Å⁻¹
Energy above the lowest of the compared OMol25 structures with the same formula, charge and spin ... 38.0 kcal/mol

```
77
Properties=species:S:1:pos:R:3:forces:R:3
C 1.98057 4.59035 -0.32133 -0.81 -0.49 -0.29
C 0.87440 4.29802 -1.15491 0.67 -0.12 -0.31
C 1.12650 3.80151 -2.45370 -0.15 -0.01 0.89
C 2.44034 3.50762 -2.79819 1.09 -0.76 -1.56
N 3.44648 3.64176 -1.93544 -3.65 1.53 0.83
C 3.25169 4.25095 -0.76679 1.90 0.04 0.47
C -0.46949 4.39621 -0.66338 -1.68 0.94 0.36
C -1.62817 4.48817 -0.23096 2.04 -1.41 0.21
C -2.61186 3.82737 0.57656 0.35 0.89 -0.55
C -2.14334 2.65417 1.22398 -0.48 -1.56 0.76
C -3.05735 1.75403 1.76800 2.37 0.73 -0.58
C -4.39210 2.08960 1.78342 -1.96 -1.99 0.86
C -4.85395 3.33033 1.33145 0.08 1.41 -0.57
C -3.94929 4.21379 0.70941 -1.70 -0.62 0.65
Pb -0.72191 -0.11616 1.58433 1.92 -1.08 -1.09
P 2.22205 -0.45736 0.27111 1.47 -0.21 -0.42
H 0.31380 3.57385 -3.15261 0.50 0.21 0.15
H 1.84999 4.99980 0.68653 0.23 -0.04 -0.49
H 2.66291 3.12051 -3.79817 0.07 0.07 0.25
H 4.12531 4.46221 -0.14488 -0.09 -0.07 -0.13
H -4.29270 5.17868 0.33313 0.04 -0.32 0.02
H -1.06052 2.47831 1.23485 -0.58 0.11 -0.07
H -5.90006 3.59210 1.46860 0.13 0.06 -0.17
H -2.80618 0.76166 2.16811 -0.25 0.92 0.02
C 2.95500 -2.14599 0.48464 -0.77 -0.21 0.38
C 4.08637 -2.68212 -0.39172 0.32 -0.02 -0.17
H 2.08359 -2.81330 0.37497 0.26 0.00 0.13
H 3.25531 -2.19131 1.54215 -0.16 -0.05 -0.14
H 4.24106 -3.73801 -0.12975 -0.04 0.28 -0.07
H 3.85540 -2.65701 -1.46231 -0.02 0.06 0.19
H 5.04576 -2.17656 -0.22600 -0.32 -0.03 -0.04
C 2.45209 -0.08826 -1.54511 -1.01 0.01 0.23
C 3.78594 0.36078 -2.12934 0.26 -0.12 -0.19
H 1.70594 0.69945 -1.73784 0.00 -0.18 -0.19
H 2.09679 -0.98880 -2.06801 0.03 0.24 0.04
H 3.65927 0.44510 -3.21607 0.07 -0.11 0.13
H 4.08755 1.35877 -1.79386 0.09 -0.28 0.25
H 4.60808 -0.34220 -1.95627 -0.22 0.22 0.04
C 3.45516 0.67005 1.07193 -0.76 0.22 0.57
C 4.93059 0.30905 1.19828 0.39 -0.01 -0.10
H 3.04196 0.80592 2.08506 0.22 0.18 -0.18
H 3.34881 1.63571 0.55758 -0.07 -0.05 0.13
H 5.41487 1.09018 1.79737 -0.07 -0.19 -0.09
H 5.10178 -0.63684 1.72084 -0.11 0.13 -0.12
H 5.45766 0.27955 0.23842 -0.20 -0.09 0.16
Br -5.45735 0.61279 2.46673 0.52 2.09 -0.78
P -1.65176 -1.61777 -0.83368 -0.58 -0.45 0.27
C -0.65571 -2.50754 -2.08912 0.90 0.00 -0.03
C -1.21004 -3.80429 -2.70182 -0.27 -0.23 -0.14
H 0.30520 -2.73447 -1.58940 -0.29 0.07 -0.24
H -0.42674 -1.79304 -2.89737 -0.02 -0.09 0.34
H -0.43252 -4.25132 -3.34313 -0.26 0.23 0.26
H -1.46235 -4.55675 -1.94005 0.05 0.27 -0.25
H -2.09105 -3.63246 -3.34118 0.31 -0.01 0.33
C -2.78487 -2.83803 -0.06853 -0.09 -0.22 0.50
C -4.13641 -3.12997 -0.72540 -0.29 -0.21 -0.18
H -2.95668 -2.47991 0.96326 0.01 -0.18 -0.26
H -2.21819 -3.77778 0.02585 -0.06 0.27 0.08
H -4.71047 -3.80231 -0.07140 0.21 0.17 -0.19
H -4.75096 -2.23214 -0.86452 0.20 -0.13 -0.01
H -4.03644 -3.64106 -1.69280 0.03 0.22 0.27
C -2.70016 -0.42128 -1.73358 0.06 0.73 0.03
C -3.15129 -0.75842 -3.15890 -0.22 -0.07 -0.30
H -2.11349 0.51451 -1.76524 -0.16 -0.15 -0.01
H -3.57784 -0.20162 -1.10478 0.22 -0.11 -0.03
H -3.70274 0.10297 -3.56393 0.14 -0.27 0.13
H -2.30809 -0.93676 -3.83787 -0.18 -0.02 0.22
H -3.82914 -1.62183 -3.20136 0.28 0.23 0.07
N -0.26553 -2.51344 4.04427 -0.29 0.70 0.35
C -0.27575 -2.66457 5.38135 -0.09 0.46 -0.40
C -0.71693 -1.46734 5.91627 -0.11 0.38 0.07
C -0.96393 -0.60538 4.84661 0.51 -1.52 -0.54
N -0.69062 -1.25562 3.67316 0.24 -0.67 0.54
H 0.01539 -3.20550 3.36738 -0.07 0.09 -0.07
H 0.03226 -3.57886 5.87699 -0.07 0.12 -0.21
H -0.83668 -1.24495 6.96115 -0.02 0.01 0.07
H -1.31523 0.41258 4.86698 0.00 0.06 -0.07
```
Positions in Å, forces in eV/Å.

2.
C5H11NO | ωB97M-V/def2-TZVPD

Calculated values
Total charge ... 0
Multiplicity ... 1
Molecular weight ... 101.15 g mol⁻¹
SMILES ... CCNC(=O)CC
LUMO ... 0.0327 Ha
E_HOMO ... -9.0214 eV
Orbital gap ... 0.3643 Ha
Strongest force on any atom ... 4.6 eV Å⁻¹
Energy above the lowest of the compared OMol25 structures with the same formula, charge and spin ... 37.4 kcal/mol

```
18
Properties=species:S:1:pos:R:3:forces:R:3
C -0.46259 -1.01429 2.78442 -1.05 -0.20 0.60
C -0.02665 -0.47587 1.44863 3.02 -1.84 -2.88
N -0.99846 -0.11237 0.40908 0.55 0.88 2.10
C -0.77703 0.49107 -0.80665 -1.68 -2.07 0.05
O -1.67546 0.34614 -1.62657 0.09 1.08 -0.20
C 0.59790 0.95974 -1.16217 0.14 -1.10 -1.56
C 0.86958 0.66445 -2.67793 -0.73 0.50 0.62
H -0.45768 -2.10260 2.90935 0.71 0.05 -0.45
H -1.54636 -0.87792 2.90970 0.24 0.78 0.32
H 0.12259 -0.57769 3.61998 -0.66 -0.14 -0.50
H 0.63998 -1.21277 0.88191 -1.05 -0.63 0.94
H 0.86035 0.13483 1.48241 -0.57 1.85 0.79
H -1.90643 -0.48439 0.63453 -0.25 0.20 -0.80
H 1.26359 0.36786 -0.54443 0.58 0.59 0.14
H 0.76688 2.01863 -1.18592 -0.17 0.55 1.25
H 1.59489 1.41807 -2.97337 0.10 -0.26 -0.51
H 1.21816 -0.32934 -2.89194 0.31 -0.43 0.09
H -0.08326 0.78647 -3.21100 0.43 0.20 0.04
```
Positions in Å, forces in eV/Å.

3.
C6H46NO16P | ωB97M-V/def2-TZVPD

Calculated values
Total charge ... 0
Multiplicity ... 1
Molecular weight ... 419.40 g mol⁻¹
LUMO ... -0.0028 Ha
E_HOMO ... -8.4163 eV
Orbital gap ... 0.3065 Ha
Strongest force on any atom ... 0.8 eV Å⁻¹

```
70
Properties=species:S:1:pos:R:3:forces:R:3
C 2.11231 1.21879 1.71299 0.11 0.37 -0.34
C 2.40365 2.54436 0.99310 -0.06 -0.18 0.15
P 2.29576 2.48840 -0.85851 0.61 -0.28 -0.48
C 1.64866 0.79808 -1.23114 -0.48 0.36 -0.17
C 0.96165 3.68364 -1.29844 -0.06 0.00 0.48
O -0.18852 3.72292 -0.45894 -0.06 0.09 -0.29
C -1.13036 2.68528 -0.70790 -0.19 0.19 0.04
C -1.48508 1.99233 0.60397 0.26 -0.11 -0.07
N -1.88468 0.59435 0.37838 0.00 0.34 0.33
H 2.24771 1.34552 2.78644 -0.04 -0.07 0.04
H 2.79807 0.44406 1.37609 -0.06 -0.12 0.11
H 1.09363 0.88447 1.51673 0.03 -0.11 0.14
H 1.74739 3.32801 1.37667 0.00 0.06 -0.11
H 3.43247 2.82839 1.21674 -0.05 0.15 0.04
H 0.75044 0.53617 -0.67281 0.15 -0.18 0.07
H 2.43009 0.05979 -1.06303 -0.01 -0.03 0.13
H 1.38106 0.77735 -2.29120 0.12 0.03 -0.01
H 0.69888 3.57295 -2.35486 0.02 -0.11 0.00
H 1.43617 4.66237 -1.20106 0.02 -0.01 -0.01
H -2.02350 3.13283 -1.15983 0.01 -0.07 -0.02
H -0.74107 1.95774 -1.42205 0.08 -0.02 0.06
H -0.60263 2.08041 1.25069 -0.08 0.04 0.00
H -2.28984 2.53249 1.10422 -0.06 -0.06 -0.02
H -2.37850 0.28458 1.20880 -0.06 -0.14 -0.09
H -1.04104 0.02932 0.39478 -0.07 -0.09 -0.21
O 4.39340 4.39817 -3.02822 0.02 -0.03 -0.08
H 3.84412 3.69844 -2.64864 0.00 -0.03 0.18
H 4.31305 4.28890 -3.97973 -0.02 0.04 -0.02
O -1.10029 -0.74525 3.20122 0.00 0.09 0.03
H -1.76965 -1.02711 3.83493 -0.01 -0.05 -0.03
H -0.74662 0.07042 3.57031 0.02 0.01 0.02
O -0.20365 6.42445 -2.41614 -0.08 -0.04 0.06
H -0.38077 5.95787 -1.59000 -0.01 -0.05 -0.01
H -1.07271 6.57321 -2.79954 0.00 0.04 -0.01
O 1.99232 -2.06504 2.20583 0.10 -0.03 -0.08
H 1.67783 -2.37293 3.06174 -0.05 0.03 0.02
H 1.17608 -1.88252 1.72843 -0.10 0.00 0.10
O -4.49432 -0.30318 1.57432 -0.52 -0.02 0.06
H -4.96771 -1.11188 1.80749 0.18 -0.10 -0.03
H -4.65575 -0.18368 0.63018 0.26 -0.03 -0.04
O -4.86362 -0.78488 4.69041 0.12 -0.21 -0.15
H -4.80576 -0.19646 3.93053 -0.05 0.19 0.07
H -5.80530 -0.96228 4.77679 -0.03 0.11 0.06
O -0.34365 -3.82042 2.27811 -0.09 -0.17 0.01
H -1.10423 -4.34271 1.99306 0.04 -0.02 -0.09
H 0.40824 -4.24500 1.84755 0.02 0.01 0.02
O -2.49107 -6.25721 2.38474 0.04 0.10 0.20
H -2.54970 -5.76728 3.21289 -0.17 0.02 -0.01
H -2.85856 -7.12348 2.60515 0.03 -0.15 -0.01
O -2.80489 -9.22230 3.60589 -0.03 0.19 -0.19
H -3.56917 -9.72989 3.31513 -0.01 -0.03 0.04
H -2.05192 -9.64821 3.18280 0.04 -0.01 0.05
O 0.12754 -6.34833 4.04689 -0.06 0.06 0.16
H -0.01491 -5.40077 3.92953 0.12 0.02 -0.09
H -0.69906 -6.73664 3.74202 0.09 -0.08 -0.14
O -6.82769 0.98553 2.82818 -0.02 -0.12 -0.03
H -6.14481 0.67951 2.21512 0.08 0.15 0.03
H -6.99028 1.90292 2.59312 -0.01 0.02 0.03
O 3.98252 0.00418 -4.10870 0.01 -0.03 0.26
H 3.94060 0.44480 -3.25157 0.05 0.07 -0.04
H 3.66709 -0.88976 -3.93867 -0.11 0.01 -0.12
O 6.20278 -0.00232 -5.90768 -0.11 -0.08 -0.20
H 5.50231 -0.13697 -5.25117 0.03 0.15 0.16
H 6.50801 0.89586 -5.75347 0.03 0.00 0.01
O 0.80787 2.05266 -4.52110 -0.05 0.01 0.05
H 0.97258 2.41179 -5.39806 0.02 0.03 0.00
H -0.13375 1.85287 -4.51786 -0.01 -0.03 -0.01
O 3.17032 -0.12519 -7.07398 0.07 -0.05 -0.19
H 4.13590 -0.15339 -7.04041 0.03 0.00 0.02
H 2.95455 0.75887 -6.76730 0.00 -0.03 0.14
```
Positions in Å, forces in eV/Å.

4.
C23H40ClN3O6PS | ωB97M-V/def2-TZVPD

Calculated values
Total charge ... +1
Multiplicity ... 1
Molecular weight ... 553.08 g mol⁻¹
LUMO ... -0.1337 Ha
E_HOMO ... -11.0221 eV
Orbital gap ... 0.2714 Ha
Strongest force on any atom ... 4.0 eV Å⁻¹

```
75
Properties=species:S:1:pos:R:3:forces:R:3
C 1.96144 -4.46910 4.66511 0.14 -0.56 -0.65
C 1.93201 -3.75845 3.24853 -0.52 0.11 0.00
C 1.58586 -2.19780 3.31946 -0.43 -0.72 -0.94
C 0.87865 -1.83966 1.95009 0.12 0.78 -0.76
C 1.62571 -1.50373 0.73151 -1.72 -0.46 1.60
C 3.20944 -1.49276 0.79622 -0.60 -0.13 -0.52
C 3.83098 -0.03814 0.56285 -0.46 -0.48 -0.76
C 4.54298 0.57187 1.84206 0.11 0.28 -0.96
C 4.15598 2.08667 2.10442 -0.67 -1.02 0.77
C 2.57642 2.29531 2.23879 1.43 -0.45 -1.50
O 2.35242 3.54956 2.91902 -1.89 -0.62 0.41
C 1.54380 3.36004 4.05253 0.04 -0.26 1.49
C 0.02113 3.75383 4.10959 0.21 -0.12 -0.45
O 2.03285 2.89000 5.05423 -0.34 0.39 -1.20
C 0.89483 -1.20145 -0.60627 -3.22 -1.56 1.86
P 2.02464 -0.78115 -2.05594 1.40 -0.01 0.57
O 2.92114 -2.20168 -2.36037 -1.06 1.39 0.54
Cl 0.97439 -0.43900 -3.83285 -0.19 -0.60 0.59
C -0.58346 -1.27989 -0.58381 2.16 0.69 0.65
O -1.35928 -1.07056 -1.75038 0.96 -1.26 0.71
C -1.42990 -2.39543 -2.38890 -0.67 -1.01 -0.21
C -2.79337 -2.65297 -3.14396 0.30 -0.31 1.23
C -3.95042 -2.94250 -2.10887 -0.08 0.63 -0.02
O -2.59126 -3.85332 -3.92926 0.24 0.85 0.60
C -1.34246 -1.59431 0.66855 -0.51 -0.72 2.63
N -2.70697 -1.72244 0.88319 1.75 0.19 0.51
S -2.98283 -2.10289 2.47879 2.04 0.34 -1.28
N -1.41863 -2.17556 3.09594 -0.28 0.83 -3.77
C -0.64683 -1.88659 1.98668 1.87 0.37 -1.32
H 2.71047 -5.31570 4.63888 -0.73 1.00 0.19
H 0.95794 -4.96243 4.80978 1.01 0.70 0.19
H 2.19992 -3.78296 5.52363 -0.24 -0.66 -0.92
H 1.08384 -4.24152 2.66893 1.01 0.54 0.56
H 2.85701 -3.93542 2.62456 -0.84 0.25 0.84
H 2.48799 -1.54784 3.46315 -0.83 -0.69 0.06
H 0.86900 -2.06663 4.18582 0.77 0.12 -1.15
H 3.53256 -2.23631 0.00378 -0.16 0.91 0.97
H 3.60003 -1.89660 1.76649 -0.67 0.30 -0.92
H 4.52261 -0.13612 -0.33229 -0.52 0.42 1.18
H 2.97563 0.60383 0.18566 1.13 -0.49 0.61
H 5.65554 0.55519 1.66193 -1.08 -0.14 0.33
H 4.32834 -0.11117 2.70730 0.13 0.95 -0.54
H 4.55045 2.73305 1.27600 -0.33 -0.52 0.87
H 4.62015 2.36770 3.09209 -0.46 -0.01 -1.10
H 2.17422 2.36058 1.17720 0.17 0.17 1.27
H 2.06660 1.40886 2.70590 0.56 0.92 0.00
H -0.43335 3.13691 4.92959 0.58 0.67 -0.75
H -0.53800 3.52637 3.16032 0.71 0.40 0.78
H -0.09834 4.84189 4.37672 0.22 -1.09 -0.41
H 3.83415 -1.95817 -2.09464 -0.58 -0.23 -0.45
H -0.57996 -2.59444 -3.09566 -0.67 0.61 0.62
H -1.34448 -3.14477 -1.54760 -0.18 0.54 -0.92
H -2.99065 -1.76227 -3.81030 0.03 -1.21 0.42
H -3.83240 -4.00455 -1.73702 -0.16 1.19 -0.36
H -3.92333 -2.23943 -1.22034 0.13 -0.81 -1.02
H -4.96477 -2.82561 -2.58138 1.03 -0.32 0.33
H -2.24078 -4.51752 -3.30014 -0.36 0.35 -0.59
C -3.84830 1.96649 -3.69276 -0.02 -0.42 -0.01
C -3.18901 2.56548 -2.45825 -0.65 0.00 -0.47
C -3.09530 4.09347 -2.47990 0.84 0.15 0.35
O -2.08501 4.52319 -3.38306 -0.57 -0.06 0.15
C -2.53854 4.75131 -4.72137 0.33 -0.06 -0.24
N -1.78835 2.04074 -2.37723 0.63 0.15 0.13
H -3.19796 1.99240 -4.56887 -0.02 0.15 0.04
H -4.09835 0.91682 -3.51884 -0.02 0.06 0.01
H -4.77199 2.49167 -3.93516 0.07 0.00 0.06
H -3.71341 2.22828 -1.56246 0.07 0.08 0.01
H -2.77234 4.43267 -1.48941 -0.01 0.05 -0.07
H -4.05769 4.57008 -2.67842 -0.04 -0.24 -0.11
H -3.59415 5.02750 -4.76055 0.04 -0.02 0.09
H -2.36477 3.85593 -5.32022 -0.16 0.06 -0.14
H -1.94411 5.55745 -5.14889 -0.02 0.01 0.14
H -1.70242 1.02947 -2.54696 -0.08 -0.14 0.20
H -1.36103 2.25125 -1.46988 -0.07 -0.18 -0.07
H -1.21698 2.54297 -3.07308 -0.17 0.00 0.02
```
Positions in Å, forces in eV/Å.

Total energy per entry: -4704.25845 -327.07171 -1856.09671 -2715.47747 a.u.